(1)
Molecular formula: C3HNO
Method: DFT, ωB97M-V with the def2-TZVPD basis set

Values from the calculation:
Molecular weight = 67.05 g mol⁻¹
Energy = -6656.679 eV
Kohn-Sham gap (spin up / spin down) = 8.42 / 8.42 eV
Energy relative to the best compared isomer or geometry (same formula, charge and spin) = 610.6 kJ/mol

Structure (XYZ):
```
6
Properties=species:S:1:pos:R:3:forces:R:3
C 0.280 0.553 -0.039 1.07 1.91 -2.16
C -1.487 1.015 0.468 -2.26 0.03 -0.33
C -0.557 1.365 -0.482 2.77 -1.19 -0.75
N -2.151 0.085 0.936 -0.69 -2.30 0.57
O -2.350 1.672 1.131 -1.55 2.38 1.97
H 1.208 0.131 0.202 0.66 -0.83 0.70
```
Forces are in eV/Å.

These are the Löwdin partial charges, in e, on atoms 1 to 2:
1. C 0.25
2. C -0.76


(2)
Molecular formula: C44H47Cl10F6NO
Method: DFT, ωB97M-V with the def2-TZVPD basis set

Values from the calculation:
Molecular weight = 1074.38 g mol⁻¹
Structure (SMILES) = Fc1ccccc1.Fc1ccccc1.Fc1ccccc1.Fc1ccccc1.Fc1ccccc1.Fc1ccccc1.CNC(C)=O.ClCCl.ClCCl.ClCCl.ClCCl.ClCCl
Energy = -191457.829 eV
Kohn-Sham gap = 9.37 eV

Structure (XYZ):
```
109
Properties=species:S:1:pos:R:3:forces:R:3
C 0.554 6.381 1.436 -0.45 -0.32 0.34
C 0.972 4.983 1.035 0.27 0.27 -0.22
O 1.171 4.707 -0.145 -0.03 -0.14 0.15
N 1.127 4.092 2.035 0.17 0.08 0.37
C 1.545 2.723 1.814 -0.75 0.04 -1.02
H -0.312 6.655 0.836 0.10 0.10 -0.12
H 1.362 7.079 1.242 0.08 0.06 -0.07
H 0.254 6.443 2.485 0.16 0.04 -0.06
H 0.981 4.387 2.983 -0.07 0.14 -0.01
H 2.017 2.695 0.836 0.29 -0.06 0.09
H 0.646 2.104 1.710 0.25 -0.32 0.33
H 2.217 2.359 2.576 0.04 -0.01 0.21
C 6.600 -0.294 -0.981 0.19 -0.28 0.20
Cl 6.048 -0.244 -2.656 -0.04 0.06 0.02
Cl 5.966 -1.705 -0.108 -0.01 0.05 -0.04
H 7.677 -0.390 -0.971 0.07 0.03 -0.13
H 6.295 0.606 -0.466 -0.23 0.06 -0.02
C 4.590 -0.311 5.331 0.19 -0.09 -0.22
Cl 6.359 -0.422 5.352 0.04 0.09 0.01
Cl 3.980 0.276 3.778 0.28 0.01 -0.20
H 4.220 -1.313 5.480 -0.21 -0.02 0.07
H 4.281 0.374 6.106 -0.08 0.04 0.08
C 4.632 4.087 -0.222 0.35 -0.47 -0.35
Cl 5.548 3.172 -1.454 -0.04 0.08 0.15
Cl 4.892 3.422 1.395 -0.01 0.08 0.06
H 4.993 5.103 -0.241 -0.06 0.16 0.02
H 3.592 4.005 -0.502 -0.21 0.13 0.19
C 2.302 5.119 -3.710 0.07 -0.03 0.23
Cl 2.674 3.521 -4.362 0.06 -0.06 -0.10
Cl 3.708 5.879 -2.938 -0.09 0.04 -0.12
H 1.970 5.770 -4.505 -0.01 -0.02 -0.13
H 1.542 4.978 -2.957 -0.15 0.09 0.22
C -1.713 3.081 -0.503 0.93 0.67 -0.19
Cl -1.099 3.242 -2.163 -0.22 0.04 -0.22
Cl -2.878 1.801 -0.336 -0.29 -0.27 0.05
H -0.830 2.906 0.100 -0.09 -0.31 0.15
H -2.127 4.044 -0.232 -0.32 -0.07 0.01
F -2.829 -1.450 0.027 0.41 0.45 0.08
C -3.301 -2.690 0.153 -0.83 -0.23 0.62
C -2.575 -3.779 -0.241 1.01 -0.46 -0.70
C -3.129 -5.058 -0.192 0.04 0.56 -0.03
C -4.416 -5.218 0.290 0.19 -0.54 -0.14
C -5.113 -4.119 0.745 -0.09 0.36 0.08
C -4.549 -2.845 0.707 -1.05 -0.51 0.10
H -1.582 -3.624 -0.658 -0.13 -0.04 0.04
H -2.570 -5.896 -0.587 0.05 -0.02 0.11
H -4.862 -6.206 0.296 -0.05 0.09 0.05
H -6.128 -4.242 1.101 0.03 0.06 0.12
H -5.156 -2.025 1.069 0.31 0.25 -0.14
F -1.402 -2.933 -3.947 0.46 -0.12 -0.21
C -2.644 -2.641 -3.548 -0.13 -0.91 0.31
C -2.924 -1.380 -3.126 0.02 1.54 -0.95
C -4.228 -1.059 -2.830 -1.43 -0.12 0.64
C -5.187 -2.058 -2.736 -0.17 -0.18 -0.38
C -4.841 -3.364 -3.048 -0.65 -0.07 -0.08
C -3.589 -3.655 -3.517 0.98 -0.34 0.18
H -2.242 -0.554 -3.293 0.34 -0.32 0.35
H -4.563 -0.041 -2.667 0.39 0.09 0.09
H -6.240 -1.884 -2.554 0.16 0.42 0.29
H -5.594 -4.139 -2.973 0.08 -0.05 -0.04
H -3.282 -4.664 -3.766 -0.07 0.05 -0.12
F 2.617 -2.761 4.429 0.57 0.03 -0.05
C 1.744 -3.771 4.608 0.08 -0.11 -0.09
C 1.603 -4.301 5.859 -0.01 0.19 0.76
C 0.683 -5.313 6.046 -0.18 -0.12 0.07
C -0.072 -5.773 4.980 -0.17 -0.29 -0.08
C 0.095 -5.221 3.717 0.25 -0.35 0.06
C 1.043 -4.232 3.523 0.00 0.05 -0.48
H 2.175 -3.906 6.689 0.04 0.00 -0.08
H 0.546 -5.728 7.034 0.02 -0.08 -0.01
H -0.748 -6.609 5.120 -0.07 0.19 0.01
H -0.449 -5.624 2.874 -0.07 0.06 -0.04
H 1.309 -3.861 2.541 -0.23 0.12 -0.04
F -4.594 0.998 -7.542 -0.01 0.10 0.09
C -3.375 1.364 -7.090 0.04 -0.26 0.19
C -2.600 2.196 -7.866 -0.49 -0.16 -0.54
C -1.330 2.505 -7.439 0.48 0.06 0.08
C -0.845 1.976 -6.253 0.32 0.47 -0.02
C -1.645 1.156 -5.483 0.54 0.01 0.19
C -2.920 0.843 -5.892 -0.61 -0.30 -0.03
H -2.979 2.523 -8.828 -0.01 0.10 0.12
H -0.698 3.131 -8.055 0.01 0.05 0.03
H 0.153 2.236 -5.918 0.00 -0.09 -0.02
H -1.227 0.737 -4.576 -0.14 0.03 0.03
H -3.540 0.175 -5.304 -0.05 0.07 -0.16
F 3.860 0.585 0.183 -0.66 -0.21 -0.16
C 2.616 0.108 -0.111 -0.25 0.08 0.76
C 2.093 -0.943 0.646 1.02 0.43 -0.39
C 0.841 -1.405 0.315 -0.26 -0.16 0.01
C 0.099 -0.811 -0.688 -0.56 0.29 -0.01
C 0.589 0.306 -1.351 0.14 -0.61 -0.28
C 1.850 0.772 -1.055 0.99 0.23 -0.09
H 2.674 -1.374 1.453 0.05 0.02 -0.09
H 0.399 -2.199 0.904 0.18 -0.18 -0.29
H -0.915 -1.146 -0.863 0.19 -0.05 -0.23
H 0.064 0.758 -2.179 -0.29 0.10 0.17
H 2.275 1.633 -1.565 -0.03 -0.11 -0.01
F 1.682 0.489 5.525 -0.06 0.03 0.36
C 0.654 0.456 4.654 -0.11 0.05 0.16
C -0.229 1.508 4.629 -0.51 0.37 0.06
C -1.279 1.471 3.715 0.60 0.22 -0.09
C -1.378 0.423 2.812 -0.63 -0.24 0.37
C -0.522 -0.669 2.922 0.05 0.31 -0.07
C 0.516 -0.645 3.845 0.15 -0.25 -0.36
H -0.138 2.335 5.324 0.14 -0.09 0.00
H -1.961 2.311 3.671 -0.09 -0.08 -0.01
H -2.198 0.434 2.105 0.18 -0.15 -0.11
H -0.616 -1.502 2.237 -0.21 0.17 0.40
H 1.267 -1.423 3.915 -0.34 0.20 -0.09
```
Forces are in eV/Å.

These are the Löwdin partial charges, in e, on atoms 1 to 2:
1. C 0.01
2. C -0.55


(3)
Molecular formula: C4H7N2O2
Method: DFT, ωB97M-V with the def2-TZVPD basis set

Values from the calculation:
Molecular weight = 115.11 g mol⁻¹
Net charge = +1
Structure (SMILES) = N[C@@H](C=[NH2+])OC=C=O
Energy = -11326.700 eV
Kohn-Sham gap = 7.38 eV
Energy relative to the best compared isomer or geometry (same formula, charge and spin) = 291.9 kJ/mol

Structure (XYZ):
```
15
Properties=species:S:1:pos:R:3:forces:R:3
C -1.992 0.174 -0.347 -1.23 3.24 -0.61
C 0.172 -0.239 0.448 0.65 -1.76 0.01
C -2.501 -0.926 -0.793 -0.77 -0.35 0.13
C 1.082 0.691 1.125 2.63 1.46 -0.35
N 0.582 -0.595 -0.896 -1.35 -3.45 1.96
N 2.309 0.857 0.703 -1.37 -1.59 -0.63
O -1.116 0.349 0.688 0.86 -0.71 -0.04
O -3.060 -1.791 -1.289 -0.29 -1.30 -0.59
H -2.532 1.092 -0.792 1.20 -1.42 0.83
H 0.395 -1.232 1.024 -1.17 1.30 -0.46
H 0.715 1.257 1.961 -0.16 0.20 0.34
H -0.091 -1.356 -1.254 1.83 1.26 0.78
H 3.062 1.495 1.074 -1.27 -1.02 -0.41
H 2.442 0.139 -0.083 0.74 1.49 0.85
H 0.534 0.083 -1.568 -0.29 2.65 -1.83
```
Forces are in eV/Å.

These are the Löwdin partial charges, in e, on atoms 1 to 2:
1. C -0.16
2. C -0.37


(4)
Molecular formula: C4H6O3Si
Method: DFT, ωB97M-V with the def2-TZVPD basis set

Values from the calculation:
Molecular weight = 130.18 g mol⁻¹
Structure (SMILES) = O=[Si](O)/C=C\C=C\O
Energy = -18264.689 eV
Kohn-Sham gap = 8.73 eV
Energy relative to the best compared isomer or geometry (same formula, charge and spin) = 126.9 kJ/mol

Structure (XYZ):
```
14
Properties=species:S:1:pos:R:3:forces:R:3
C 0.865 -0.236 -0.277 -1.19 1.49 0.01
C -0.222 -0.553 -1.148 -1.07 -1.13 -2.23
C 0.955 0.712 0.676 2.38 0.33 2.36
C -1.544 -0.540 -0.886 -0.10 -0.39 1.02
O -2.480 -1.068 -1.682 0.37 0.37 -1.15
O 0.811 2.057 3.068 1.10 0.28 1.35
O -1.695 1.663 1.941 0.51 0.18 -0.26
Si -0.169 1.638 1.885 -0.78 -1.61 -1.10
H 1.659 -0.851 -0.595 1.64 -0.16 0.29
H 0.094 -1.031 -2.193 -0.74 0.94 2.28
H 2.010 0.786 1.207 -2.02 -0.34 -1.23
H -1.995 -1.033 -2.503 -0.50 -0.77 -1.36
H 0.826 2.020 4.045 -0.49 0.14 -1.25
H -2.119 -0.261 -0.031 0.90 0.65 1.26
```
Forces are in eV/Å.

These are the Löwdin partial charges, in e, on atoms 1 to 2:
1. C -0.20
2. C -0.11


(5)
Molecular formula: C4H4BrN
Method: DFT, ωB97M-V with the def2-TZVPD basis set

Values from the calculation:
Molecular weight = 145.99 g mol⁻¹
Energy = -75738.943 eV
Kohn-Sham gap (spin up / spin down) = 7.40 / 7.77 eV
Energy relative to the best compared isomer or geometry (same formula, charge and spin) = 522.6 kJ/mol

Structure (XYZ):
```
10
Properties=species:S:1:pos:R:3:forces:R:3
C 0.459 -1.650 -0.178 3.08 -0.14 0.34
C -0.179 2.166 -0.090 -2.30 1.98 -0.20
C 0.551 1.106 0.013 -0.09 0.31 0.14
C -0.808 -1.854 0.089 -3.80 -0.38 -0.21
N 1.641 -1.556 -0.146 -0.93 -2.22 -0.97
Br 2.256 0.669 0.165 1.24 1.59 0.36
H 0.121 3.295 -0.137 -0.36 -2.33 0.12
H -1.303 1.925 -0.126 1.62 0.76 -0.02
H -1.678 -1.732 -0.611 1.34 0.03 0.59
H -1.060 -2.369 1.020 0.20 0.39 -0.16
```
Forces are in eV/Å.

These are the Löwdin partial charges, in e, on atoms 1 to 2:
1. C -0.41
2. C -0.15


(6)
Molecular formula: C5H16NaO3
Method: DFT, ωB97M-V with the def2-TZVPD basis set

Values from the calculation:
Molecular weight = 147.17 g mol⁻¹
Net charge = +1
Energy = -15996.458 eV
Kohn-Sham gap = 8.72 eV

Structure (XYZ):
```
25
Properties=species:S:1:pos:R:3:forces:R:3
Na -1.182 -0.147 0.508 0.10 0.14 -0.20
C 1.759 4.060 3.034 -0.72 -0.39 0.59
C 0.427 3.264 3.136 1.50 0.63 0.54
O 0.589 1.919 2.735 -0.58 -0.89 -0.78
H 2.468 3.818 3.825 -0.34 -0.10 0.46
H 1.431 5.089 3.185 0.64 0.27 -0.39
H 2.370 3.857 2.155 -0.67 0.40 -0.52
H -0.354 3.753 2.555 0.08 -0.36 -0.27
H 0.107 3.280 4.178 -0.17 0.15 0.09
H 1.171 1.475 3.357 0.09 0.10 0.09
C -0.080 -5.422 -1.059 0.11 0.64 -0.42
C -0.978 -4.267 -1.566 1.40 -1.61 -1.93
O -1.591 -3.657 -0.526 -1.16 1.92 2.52
H 0.747 -5.156 -0.400 0.11 0.93 -0.10
H 0.421 -5.904 -1.898 -0.45 -0.53 0.12
H -0.649 -6.065 -0.388 -0.34 -0.56 -0.67
H -1.733 -4.596 -2.279 -0.23 -0.81 0.16
H -0.480 -3.537 -2.204 0.81 0.22 0.35
H -1.369 -4.137 0.275 -0.20 0.02 0.08
C -0.342 2.416 -3.069 -0.34 0.08 -1.16
O -1.081 1.303 -2.623 0.01 -1.55 1.63
H 0.207 2.928 -2.279 -0.50 -0.06 0.20
H 0.406 2.101 -3.798 -0.01 0.18 -0.16
H -1.141 2.988 -3.541 0.83 1.06 -0.13
H -1.122 0.637 -3.314 0.02 0.13 -0.09
```
Forces are in eV/Å.

These are the Löwdin partial charges, in e, on atoms 1 to 2:
1. Na 0.88
2. C -0.07